# 1
Formula: C33H42Li2O17S
Source: the Open Molecules 2025 dataset
Level of theory: ωB97M-V/def2-TZVPD

frontier orbital gap	6.331	eV
HOMO level	-7.36	eV

Structure (ORCA input):
```
! RIJCOSX wB97M-V def2-TZVPD def2/J DEFGRID3
* xyz 0 1
Li 3.01066 2.08009 0.36099
Li 1.22151 -3.02400 0.82209
S 0.47989 0.02201 0.19626
O -0.68805 0.60422 0.83004
O 0.16387 -0.42460 -1.09785
O 1.46392 1.07569 0.17590
O 1.06550 -1.07273 1.04744
C -0.35280 -5.11610 -0.89799
O -0.14246 -3.91716 -0.46866
H -0.68096 -5.02581 -1.95450
H -1.35784 -5.58227 -0.45882
H 0.36564 -5.68208 -0.53791
H -0.74125 -3.21470 -0.92886
C 2.48387 5.22677 -0.24527
O 2.33778 3.85910 -0.29533
H 1.87671 5.63487 0.49169
H 2.48076 5.91416 -1.20096
H 3.55906 5.45355 0.09612
H 1.43047 3.71114 -0.44727
C 3.91027 -4.18263 -0.25643
O 3.05767 -3.08977 -0.14025
H 3.76575 -4.85842 0.47329
H 4.96275 -3.96863 -0.44528
H 3.52239 -4.55213 -1.10392
H 3.64658 -2.12516 -0.03127
C -3.11595 -2.84401 -3.32643
C -4.44127 -2.67785 -3.41577
C -5.14473 -1.94281 -2.44073
C -4.37569 -1.04172 -1.57381
C -2.94751 -1.07763 -1.68945
C -2.25614 -1.98649 -2.51324
O -0.99174 -2.07180 -2.54299
O -6.51797 -1.92498 -2.33237
H -2.72010 -3.64567 -3.96149
H -5.03070 -3.30299 -4.14751
H -4.96661 -0.49621 -0.79634
H -2.38397 -0.30412 -1.20475
H -0.63321 -1.29963 -2.02542
H -6.65867 -1.10584 -2.12844
C 3.25737 2.12445 -5.20853
C 1.96726 1.72990 -4.91292
C 1.79693 1.01063 -3.71007
C 2.82457 0.44252 -3.03781
C 4.16600 0.68969 -3.45555
C 4.43400 1.62905 -4.47450
O 5.66697 1.65561 -4.95864
O 0.48041 0.81663 -3.33772
H 3.52364 2.63018 -6.22357
H 1.10958 2.04645 -5.55918
H 2.76808 -0.29322 -2.19032
H 5.06136 0.13980 -2.82810
H 6.24984 2.24276 -4.47460
H 0.70083 0.29392 -2.44056
C -3.00370 -3.22310 1.87559
C -2.49293 -1.89724 1.87141
C -2.46240 -1.08100 3.07328
C -2.98237 -1.60129 4.28563
C -3.48846 -3.03292 4.30527
C -3.49502 -3.72395 3.12399
O -3.79056 -5.05210 3.25860
O -1.90275 0.16057 3.09046
H -2.74051 -4.01729 1.11259
H -1.97455 -1.42287 1.09068
H -2.98750 -1.02790 5.38115
H -3.74477 -3.56942 5.21141
H -4.41961 -5.38799 3.99023
H -1.50912 0.41266 2.23435
C 1.21630 -0.09561 4.21250
C 0.97485 0.76736 5.35661
C 2.02510 0.90607 6.25007
C 3.20970 0.11616 6.17948
C 3.36377 -0.66889 4.99701
C 2.42039 -0.70921 3.98123
O 2.74629 -1.48034 2.91641
O 1.93802 1.77400 7.32893
H 0.64906 -0.11846 3.48176
H 0.06721 1.35010 5.43592
H 3.93921 0.36628 7.03379
H 4.37799 -1.20488 4.59453
H 2.21032 -1.45512 2.07348
H 2.29233 1.41951 8.10736
C -0.95420 4.38814 -2.47727
C -0.93548 3.40729 -1.41570
C -1.55569 3.73406 -0.28772
C -2.35811 4.89082 -0.08199
C -2.41376 5.85595 -1.18777
C -1.79241 5.62500 -2.36903
O -1.93186 6.44034 -3.36813
O -1.58776 2.92816 0.87665
H -0.63441 3.98264 -3.52825
H -0.55737 2.33332 -1.34937
H -2.94274 5.29158 0.77452
H -2.93026 6.89907 -1.16886
H -1.29139 6.39807 -4.07566
H -1.21506 2.14040 0.73247
*
```

Partial charges, Löwdin, in e: Li 0.773; Li 0.721; S 0.308; O -0.313; O -0.296; O -0.392; O -0.406; C -0.226; O -0.170; H 0.111; H 0.124; H 0.036; H 0.129; C -0.165; O -0.157; H 0.061; H 0.127; H 0.104; H 0.032; C -0.140; O -0.221; H 0.053; H 0.108; H 0.052; H 0.222; C -0.025; C -0.061; C -0.281; C 0.025; C -0.016; C -0.376; O 0.049; O 0.080; H 0.114; H 0.136; H 0.125; H 0.093; H 0.046; H -0.010; C -0.010; C -0.021; C -0.346; C -0.059; C -0.027; C -0.371; O 0.027; O -0.007; H 0.141; H 0.135; H 0.120; H 0.157; H 0.110; H 0.084; C 0.011; C 0.001; C -0.318; C 0.016; C -0.027; C -0.379; O -0.028; O 0.015; H 0.119; H 0.057; H 0.157; H 0.098; H 0.150; H 0.037; C 0.027; C 0.048; C -0.333; C -0.013; C -0.030; C -0.366; O -0.012; O 0.023; H 0.004; H 0.118; H 0.134; H 0.160; H 0.024; H 0.060; C 0.031; C -0.057; C -0.322; C 0.036; C -0.029; C -0.407; O 0.069; O 0.045; H 0.130; H 0.132; H 0.121; H 0.146; H 0.115; H -0.067


# 2
Formula: C33H42N3NaO2
Source: the Open Molecules 2025 dataset
Level of theory: ωB97M-V/def2-TZVPD

frontier orbital gap	4.810	eV
HOMO level	-0.83	eV

Structure (ORCA input):
```
! RIJCOSX wB97M-V def2-TZVPD def2/J DEFGRID3
* xyz -2 1
Na 0.24155 -0.01906 0.06510
C -1.27876 3.71954 -0.36092
C -0.94765 2.77380 -1.50047
C -1.88245 1.85497 -1.99516
C -3.31919 1.85751 -1.50639
C -1.47304 0.88035 -2.92024
C -2.43932 -0.17368 -3.41665
C -0.13296 0.81503 -3.32334
C 0.32922 -0.33669 -4.18814
C 0.78740 1.76205 -2.85799
C 2.26300 1.64853 -3.18520
C 0.36054 2.77961 -2.00299
C 1.31746 3.87043 -1.57884
H -1.58041 4.71601 -0.70918
H -0.40658 3.82946 0.28901
H -2.07916 3.32331 0.26303
H -3.51877 0.93075 -0.95645
H -4.01391 1.91388 -2.34895
H -3.53367 2.70657 -0.86097
H -2.50788 -0.16789 -4.50923
H -3.43722 -0.04384 -3.00897
H -2.10712 -1.16322 -3.08993
H -0.46299 -0.68997 -4.84725
H 0.63128 -1.17551 -3.54505
H 1.18102 -0.06508 -4.81158
H 2.55647 2.29393 -4.02414
H 2.52962 0.62136 -3.42634
H 2.86231 1.92554 -2.31494
H 1.83396 3.60306 -0.65204
H 0.78568 4.80784 -1.40198
H 2.06800 4.05581 -2.34987
C 3.51839 -2.13416 -1.94329
C 2.08586 -2.06000 -1.41630
O 1.64918 -0.91001 -1.12306
C 1.37909 -3.25085 -1.31036
C 0.05738 -3.39123 -0.71675
C -0.63709 -4.72251 -0.90306
N -0.50719 -2.45367 -0.03543
N -1.70416 -2.80456 0.60836
C -2.68763 -1.97828 0.36970
O -2.71352 -0.96025 -0.38938
C -3.94501 -2.28103 1.17991
C -4.04976 -3.37184 2.04306
C -5.20638 -3.58459 2.78611
C -6.27982 -2.70420 2.69191
C -6.18417 -1.61528 1.83485
C -5.02840 -1.41450 1.08163
H 4.20310 -2.36186 -1.11852
H 3.79451 -1.15806 -2.34847
H 3.63763 -2.90480 -2.71218
H 1.84512 -4.15689 -1.68534
H -0.25325 -5.23596 -1.78774
H -1.71099 -4.57139 -1.00250
H -0.48062 -5.36275 -0.02744
H -3.20215 -4.04057 2.11707
H -5.26973 -4.44208 3.44847
H -7.17197 -2.86212 3.28572
H -7.01008 -0.91829 1.75385
H -4.93148 -0.57764 0.39871
C -2.27405 0.55267 2.80029
N -0.84559 0.70954 2.60696
C -0.13157 -0.43540 3.15637
C -0.35482 1.96306 3.14538
C 1.07327 2.30074 2.71774
C 1.83803 3.07146 3.59856
C 3.13285 3.46002 3.26135
C 3.64985 3.03869 2.03872
C 2.86527 2.24802 1.19523
C 1.53822 1.84991 1.46507
H -2.55322 0.50670 3.87206
H -2.61378 -0.36561 2.32246
H -2.80864 1.39104 2.34255
H -0.33110 -0.55289 4.23900
H 0.94182 -0.29897 3.01106
H -0.44535 -1.35050 2.64116
H -0.42275 1.95720 4.25200
H -1.03209 2.75172 2.79699
H 1.42245 3.37484 4.55811
H 3.72354 4.06478 3.93960
H 4.65953 3.32076 1.75233
H 3.32763 1.91401 0.26044
*
```

Partial charges, Löwdin, in e: Na 0.321; C -0.049; C -0.179; C -0.168; C -0.051; C -0.175; C -0.054; C -0.178; C -0.035; C -0.183; C -0.049; C -0.188; C -0.047; H 0.079; H 0.068; H 0.057; H 0.052; H 0.073; H 0.055; H 0.070; H 0.056; H 0.087; H 0.059; H 0.087; H 0.066; H 0.079; H 0.050; H 0.072; H 0.061; H 0.070; H 0.068; C -0.053; C -0.531; O -0.125; C -0.075; C -0.365; C -0.070; N 0.034; N 0.018; C -0.542; O -0.077; C -0.151; C -0.044; C -0.117; C -0.139; C -0.110; C -0.042; H 0.066; H 0.055; H 0.058; H 0.065; H 0.053; H 0.056; H 0.067; H 0.096; H 0.083; H 0.079; H 0.084; H 0.101; C -0.095; N -0.264; C -0.094; C -0.207; C -0.285; C -0.104; C -0.156; C -0.153; C -0.185; C -0.061; H 0.080; H 0.061; H 0.081; H 0.079; H 0.079; H 0.074; H 0.107; H 0.107; H 0.083; H 0.069; H 0.071; H 0.067